Record 1
DFT (ωB97M-V/def2-TZVPD) results for a 2-piece molecular cluster, C12H14ClN2 overall in a non-equilibrium geometry.

Values from the calculation:
DFT total energy: -28165.8474 eV
Highest occupied orbital energy: -9.31 eV
LUMO level: -5.4 eV
ΔE to the lowest compared entry with this formula, charge and spin: 0.0 kJ/mol
Total charge: +1

Positions of all 29 atoms, in Å:
H (-0.455608, 3.751782, -0.228564)
C (-1.108495, -4.562595, -1.840471)
H (-1.727800, -4.364355, -2.711686)
C (1.363070, 0.717793, 1.267851)
C (1.198302, 4.389938, 1.686333)
H (2.268701, 2.250295, 2.490564)
C (-0.007390, -0.848302, -0.165893)
N (0.965091, 3.050390, 1.109689)
H (-1.677555, -5.204869, -1.166537)
C (-1.695188, -2.439864, -0.790405)
H (-2.672085, -2.707639, -1.169051)
H (1.830290, -0.114852, 1.773971)
C (0.405671, 0.505031, 0.256749)
H (-2.165062, -0.562324, -0.014756)
Cl (-3.195011, 3.994430, 0.212545)
H (2.008172, -1.606848, -0.440647)
H (-0.966636, 1.513285, -1.068909)
H (1.198878, 4.270834, 2.766911)
H (2.168742, 4.752777, 1.353776)
H (1.279317, -3.792040, -1.275428)
C (-0.275481, 1.586827, -0.239197)
C (0.947795, -1.788907, -0.552831)
H (0.416554, 5.094983, 1.419821)
C (0.059978, 2.872920, 0.150001)
C (-1.341557, -1.229436, -0.243185)
C (1.604573, 1.994925, 1.678292)
H (-0.253507, -5.173454, -2.112764)
N (-0.739083, -3.310383, -1.169657)
C (0.565324, -3.040340, -0.976524)

Forces on the atoms, in the same order (eV/Å):
H -0.20 -0.11 -0.02
C -0.67 -0.92 0.21
H 0.14 0.16 -0.06
C -0.20 -0.19 -0.16
C 0.31 0.08 0.19
H 0.07 -0.12 -0.01
C 0.48 -0.46 -0.14
N -0.15 -0.08 0.28
H -0.14 0.29 0.13
C 0.68 -0.22 -0.98
H -0.29 0.13 0.65
H 0.15 0.07 -0.02
C -0.48 0.05 0.69
H 0.21 0.19 0.20
Cl 0.93 -0.44 -0.02
H -0.02 0.19 -0.15
H -0.31 -0.09 0.28
H 0.02 0.11 0.01
H -0.02 0.04 -0.01
H -0.05 -0.08 0.04
C 0.20 0.40 -1.18
C 0.23 -0.42 0.73
H -0.14 -0.24 -0.22
C -0.42 0.39 0.30
C -0.89 0.34 -0.35
C -0.07 0.25 0.04
H 0.29 0.48 -0.13
N 0.56 -0.33 0.08
C -0.22 0.54 -0.36



Record 2
DFT (ωB97M-V/def2-TZVPD) results for C12H14FIMnN2 as an isolated structure in a non-equilibrium geometry.

Values from the calculation:
DFT total energy: -57789.0427 eV
Highest occupied orbital energy (spin up / spin down): -7.10 / -8.03 eV
LUMO level (spin up / spin down): -0.5 / -0.6 eV
ΔE to the lowest compared entry with this formula, charge and spin: 341.3 kJ/mol
Multiplicity: 6
<S²>: 8.7599
Total charge: 0

Positions of all 31 atoms, in Å:
H (-1.645507, -3.766708, 0.897978)
H (-1.656142, -2.448806, 2.105337)
H (1.133827, -2.605045, 1.898670)
C (2.829301, 2.203131, -1.765322)
H (-3.300903, 3.443944, -0.321317)
H (-2.662592, -0.479225, 1.400191)
I (0.054788, -2.401665, -1.897642)
H (0.133903, -3.969529, 2.067756)
F (1.113988, -0.974968, 2.044703)
H (3.352957, 2.976851, -2.309454)
C (-1.288880, -2.762282, 1.125983)
C (-1.397569, 2.489854, -0.658761)
C (-0.610022, 1.359742, -0.413948)
C (-3.152902, 1.507712, 0.633882)
H (-4.133997, 1.510395, 1.091235)
H (3.257890, -0.815432, -0.224091)
C (1.459346, 2.306755, -1.523844)
C (3.506628, 1.076039, -1.280889)
H (0.883568, 3.158122, -1.865536)
C (0.435715, -3.258661, 1.283455)
C (2.785277, 0.090222, -0.612047)
H (-1.807097, -2.206664, 0.294966)
H (4.575818, 0.940972, -1.416878)
N (-1.112694, 0.293156, 0.276373)
N (1.468036, 0.185663, -0.415042)
Mn (0.059734, -1.539683, 0.462306)
C (-2.685310, 2.572298, -0.137182)
C (-2.344077, 0.385310, 0.820447)
H (-0.973830, 3.294970, -1.249334)
C (0.798755, 1.288533, -0.811965)
H (0.921989, -3.855001, 0.499971)

Forces on the atoms, in the same order (eV/Å):
H -0.28 0.10 0.26
H 0.23 -0.10 -0.01
H -0.73 -0.27 -0.94
C -0.32 -0.71 0.42
H 0.03 -0.06 0.03
H -0.10 0.29 -0.13
I 0.02 -0.59 -2.39
H 0.36 -0.15 -0.23
F 0.17 1.08 0.51
H 0.00 0.00 0.00
C -1.20 -3.22 0.64
C 0.07 -0.20 0.10
C -1.36 -0.49 0.66
C 0.12 -0.29 0.10
H 0.02 0.14 -0.06
H -0.12 0.30 -0.16
C -0.18 -0.35 0.30
C -0.18 0.17 -0.04
H 0.30 0.02 -0.06
C -0.80 -3.69 3.02
C -0.55 0.24 -0.17
H 0.61 -0.16 0.47
H -0.17 0.14 -0.03
N -0.51 1.24 0.06
N -0.08 0.68 -0.04
Mn 2.75 5.98 -1.22
C 0.35 -0.62 0.10
C 0.72 0.64 -0.86
H -0.25 -0.04 0.17
C 1.79 -0.48 -0.43
H -0.71 0.40 -0.06



Record 3
DFT (ωB97M-V/def2-TZVPD) results for C12H14MgN2O4 as an isolated structure in a non-equilibrium geometry.

Values from the calculation:
DFT total energy: -29272.0712 eV
Highest occupied orbital energy: -16.16 eV
LUMO level: -7.7 eV
Total charge: +2

Positions of all 33 atoms, in Å:
H (-2.610365, -0.641586, 3.340122)
H (0.012589, 0.599623, -5.415806)
O (1.307949, 0.905168, -1.192316)
Mg (0.272427, 0.023583, 0.863487)
H (2.561677, -0.329454, 3.308941)
C (0.558402, -0.131801, 6.055367)
C (-0.636735, 0.015661, 5.375536)
N (0.499826, 0.305167, -3.318059)
H (-2.017921, 1.065466, 1.299051)
C (-2.168973, -2.223975, -3.589212)
H (-2.428123, 1.141895, 3.476898)
H (2.669994, 1.635737, -5.282246)
C (-1.017236, -1.543067, -3.810271)
H (-2.436849, -3.020236, -4.275209)
H (1.472764, -0.400800, -5.075616)
H (0.535286, -0.145179, 7.155912)
C (-0.611769, 0.019098, 3.986753)
H (-2.812236, -1.968327, -2.751868)
C (-1.912508, 0.200116, 3.228269)
H (2.692053, -0.376455, 5.831902)
C (1.324241, 0.989574, -2.446985)
O (-1.053320, -0.258779, -1.745960)
C (1.778216, 1.687959, -4.626185)
H (-1.641045, 0.126026, 5.827756)
O (-1.553147, 0.310051, 1.659928)
H (1.174719, 2.581592, -4.883847)
C (1.660435, -0.232346, 3.911654)
N (0.501684, -0.088630, 3.229840)
C (-0.569150, -0.474081, -2.873021)
H (-0.330735, -1.754699, -4.656183)
O (2.165080, 1.760463, -3.168763)
C (1.727741, -0.258042, 5.297726)
C (0.885032, 0.480294, -4.737603)

Forces on the atoms, in the same order (eV/Å):
H 0.35 0.22 -0.32
H 0.56 0.11 0.67
O 0.24 0.09 -1.17
Mg -0.23 0.52 -0.30
H -0.13 0.02 0.22
C -0.14 -0.01 0.23
C -0.86 0.00 -0.69
N -0.37 -0.17 0.20
H -0.65 0.21 -0.07
C 1.46 0.78 -0.43
H 0.30 -0.38 -0.15
H -0.39 0.09 0.88
C -0.42 -0.15 0.19
H -0.17 0.06 0.20
H -0.45 0.41 0.21
H 0.33 -0.01 -0.65
C -0.20 0.28 -1.06
H 0.07 -0.11 -0.16
C 0.40 0.41 -1.87
H -0.68 0.09 -0.68
C 0.09 0.41 0.25
O 0.68 -0.69 -0.92
C -0.14 1.01 0.01
H 0.93 -0.10 0.12
O -0.06 -0.37 2.06
H 0.71 -0.19 0.50
C 0.19 -0.04 0.12
N 0.25 -0.17 0.04
C -0.79 -0.12 1.20
H -0.77 0.00 0.63
O -0.90 -0.86 0.06
C 0.47 -0.07 0.69
C 0.33 -1.31 0.04



Record 4
DFT (ωB97M-V/def2-TZVPD) results for C12H14N2O3Pb as an isolated structure.

Values from the calculation:
DFT total energy: -27023.8282 eV
Highest occupied orbital energy: -15.42 eV
LUMO level: -8.6 eV
ΔE to the lowest compared entry with this formula, charge and spin: 166.5 kJ/mol
Total charge: +2

Positions of all 32 atoms, in Å:
N (-0.274771, -2.800949, 2.064689)
O (-0.068834, -2.056988, -0.170129)
C (-0.501452, 0.414686, 3.307737)
C (-0.984005, -4.577917, -1.167360)
C (1.944157, -0.479395, 3.030668)
C (-1.432816, -5.816495, -1.548651)
C (-1.153166, -5.249447, 1.182385)
H (4.694915, -1.110655, 2.542964)
H (-0.748180, -3.828756, -1.910303)
H (2.292738, -0.459770, 4.054944)
Pb (1.198651, -0.140150, -0.957724)
O (2.399341, -0.180823, 0.737437)
H (-1.848519, -7.240775, 1.520238)
H (-1.043283, -5.030928, 2.233759)
H (-1.551451, -6.058759, -2.595117)
H (-1.534412, 0.132004, 3.122542)
C (2.796646, -0.297742, 2.001079)
C (-1.741203, -6.769225, -0.571916)
O (0.386613, 2.104356, -0.097445)
H (4.481080, 0.578272, 2.996033)
C (-0.379433, -2.983856, 0.564928)
N (0.055672, -1.720825, 2.429781)
C (4.274530, -0.158031, 2.220231)
C (-1.603657, -6.489612, 0.783109)
H (-0.254444, 1.352177, 2.810600)
H (4.763929, 0.148196, 1.300331)
C (0.490704, -0.616943, 2.859936)
H (1.026759, 2.773782, 0.184723)
H (-0.371502, 2.598140, -0.441855)
H (-2.094641, -7.745360, -0.878683)
C (-0.838575, -4.278443, 0.206758)
H (-0.349939, 0.560156, 4.380107)

Forces on the atoms, in the same order (eV/Å):
N -0.12 -0.01 0.07
O -0.04 0.09 0.21
C 0.12 0.00 0.07
C -0.01 0.00 -0.01
C -0.08 -0.04 -0.14
C -0.01 -0.03 0.04
C -0.01 -0.03 0.02
H 0.01 0.00 -0.01
H 0.01 0.01 0.02
H 0.00 0.02 0.00
Pb 0.10 0.08 -0.13
O -0.03 -0.16 0.06
H 0.00 0.00 0.00
H 0.01 0.01 0.00
H 0.00 0.01 0.00
H 0.00 -0.02 -0.02
C 0.08 0.10 -0.09
C -0.01 -0.03 -0.04
O -0.03 -0.01 -0.03
H 0.02 -0.03 0.02
C 0.00 -0.13 0.02
N 0.35 0.08 -0.48
C -0.05 0.04 0.05
C 0.01 0.04 -0.01
H -0.05 0.01 0.00
H 0.00 0.01 0.00
C -0.26 -0.02 0.35
H 0.01 -0.04 0.05
H 0.00 0.00 -0.01
H 0.00 0.00 0.00
C -0.02 0.00 -0.02
H -0.01 0.03 -0.01



Record 5
DFT (ωB97M-V/def2-TZVPD) results for a single C12H14N2S molecule in a non-equilibrium geometry.

Values from the calculation:
DFT total energy: -26484.9601 eV
Highest occupied orbital energy: -7.85 eV
LUMO level: 0.7 eV
ΔE to the lowest compared entry with this formula, charge and spin: 146.5 kJ/mol
SMILES: c1c[nH]c(C2(c3ccc[nH]3)CCCS2)c1
Total charge: 0

Positions of all 29 atoms, in Å:
C (0.269392, -0.010166, 1.201105)
H (-0.072774, -3.695548, -0.147528)
H (0.652622, -0.770325, -2.196621)
N (0.269323, -1.095745, 1.978745)
C (1.290678, -2.039887, -0.612604)
H (-0.062146, -3.114647, -1.794320)
H (-1.920988, 4.094745, -1.209604)
C (-1.547280, 3.088217, -1.269017)
H (1.810980, 0.141038, -1.079593)
C (0.689516, -0.746822, 3.236718)
C (-1.488933, 1.059822, -2.114493)
H (-0.185223, -1.959401, 1.660155)
C (-0.201897, -0.104072, -0.266711)
H (-1.336258, 0.146785, -2.666774)
S (-1.320312, -1.539451, -0.256657)
C (0.023704, -2.741963, -0.793347)
H (1.321539, 1.114261, 4.020009)
N (-0.899385, 2.296233, -0.354560)
H (1.704210, -2.005864, 0.378261)
H (-0.589603, 2.726893, 0.515799)
H (2.038756, -2.464732, -1.220044)
C (0.898362, 1.033677, 1.882301)
H (-2.431251, 2.593824, -3.264682)
C (-0.945385, 1.048737, -0.854383)
C (-1.799953, 2.391710, -2.427020)
C (1.165389, 0.543307, 3.159059)
C (0.968470, -0.653929, -1.172159)
H (1.143511, 2.083814, 1.636730)
H (0.554935, -1.420513, 4.031234)

Forces on the atoms, in the same order (eV/Å):
C 0.78 2.26 -2.42
H 0.11 1.45 -0.77
H -0.14 0.28 -0.36
N -0.79 -0.40 1.20
C 0.90 1.71 -0.56
H -0.51 0.25 -0.72
H 0.57 0.30 1.03
C -0.29 1.09 -1.81
H -1.13 -1.51 -0.39
C 0.62 0.22 -1.15
C 1.44 -0.84 0.72
H 0.18 0.69 0.61
C 0.57 -1.41 0.65
H -0.76 0.16 -0.59
S -0.34 -1.45 -1.27
C -1.88 -2.44 2.24
H 0.84 0.80 1.02
N -1.39 2.45 -0.08
H -0.12 0.05 0.45
H -0.12 -1.14 -0.26
H 1.04 -0.75 -0.84
C -0.22 0.44 -0.49
H 0.05 0.90 -0.30
C 1.43 -1.23 0.24
C -0.81 -1.22 0.90
C -1.19 -1.20 0.68
C 1.38 2.15 1.80
H -0.37 -1.00 -0.39
H 0.16 -0.60 0.87



Record 6
DFT (ωB97M-V/def2-TZVPD) results for an isolated ion of composition C12H14N3 and charge +1 in a non-equilibrium geometry.

Values from the calculation:
DFT total energy: -17131.6889 eV
Highest occupied orbital energy: -12.63 eV
LUMO level: -3.0 eV
ΔE to the lowest compared entry with this formula, charge and spin: 224.0 kJ/mol
SMILES: C[C@H]1[NH2+][C@]1(c1ccccc1)n1ccnc1
Total charge: +1

Positions of all 29 atoms, in Å:
H (-0.340803, 3.468724, 2.016125)
C (1.556971, -0.982336, -0.998564)
C (2.321655, 0.038496, -1.846612)
H (-1.399926, 0.634461, -1.830379)
H (2.354636, -0.109958, 0.781777)
H (0.631286, 1.182386, 1.938886)
C (0.001892, 1.700347, 1.081454)
C (-0.302405, -3.105838, 0.249093)
H (-2.283054, 2.809879, -1.663147)
H (0.443741, -3.488038, -0.443050)
H (2.179991, -0.131130, -2.900200)
C (-2.025186, -2.792718, 1.485187)
H (-1.720945, -0.493892, 1.347741)
C (-0.960816, 1.367123, -1.147309)
C (-1.290461, 3.450799, 0.172792)
H (1.867820, -1.586313, 1.172559)
C (-0.136330, 0.916876, -0.099732)
H (3.352572, -0.154444, -1.557746)
N (1.790614, -0.874242, 0.406330)
H (1.624654, -2.008553, -1.400938)
C (-1.661834, 2.570978, -0.902471)
N (-0.428624, -1.718967, 0.307325)
H (-2.874739, -3.141258, 2.068427)
C (-1.574001, -1.514866, 1.192176)
N (-1.223634, -3.703785, 0.917726)
H (2.010591, 1.014847, -1.725172)
H (-1.880814, 4.368120, 0.329269)
C (0.380676, -0.691533, -0.098578)
C (-0.413527, 2.974838, 1.147030)

Forces on the atoms, in the same order (eV/Å):
H 0.67 2.01 2.92
C -0.72 -1.02 -2.04
C -0.01 -2.44 0.39
H 0.63 0.45 -0.37
H -0.29 0.55 -0.69
H -1.45 1.41 -1.55
C 3.39 -4.22 0.00
C 0.66 1.11 -1.17
H -2.35 1.26 -1.82
H -0.25 -0.57 0.47
H 0.07 -0.57 -0.36
C -0.27 2.20 0.50
H -1.10 1.09 0.75
C -0.91 -0.49 2.32
C -1.39 -1.27 -1.36
H -0.15 -0.20 -1.67
C -0.28 -2.20 0.81
H 0.28 0.48 -0.39
N 1.32 0.20 4.36
H 0.01 0.59 0.41
C 3.82 0.00 1.97
N -3.28 -0.96 2.24
H 0.24 0.49 -0.09
C 1.74 -2.00 -1.56
N 0.88 -1.56 -0.80
H -0.44 2.13 0.90
H 0.67 -0.39 -0.21
C 0.63 4.14 -1.59
C -2.12 -0.20 -2.37



Record 7
DFT (ωB97M-V/def2-TZVPD) results for a single C12H14N4O3S molecule in a non-equilibrium geometry.

Values from the calculation:
DFT total energy: -35609.0562 eV
Highest occupied orbital energy: -8.69 eV
LUMO level: 0.6 eV
ΔE to the lowest compared entry with this formula, charge and spin: 0.0 kJ/mol
SMILES: Cc1nnc(NC(=O)CCC(=O)NCc2ccco2)s1
Total charge: 0

Positions of all 34 atoms, in Å:
C (0.423446, 1.364863, -2.326785)
H (0.007997, 5.631019, -2.096161)
H (-1.352754, -2.064800, 6.179533)
H (-0.834102, -2.351074, 0.928461)
C (0.192714, -2.383447, 3.435464)
H (2.028648, 0.215050, -1.893758)
H (-1.875915, 0.599418, -0.772943)
C (-1.609394, -0.421021, -0.501492)
S (1.369943, 2.852359, -2.317270)
C (0.198834, -3.698311, 3.802687)
C (-0.467658, -3.764962, 5.050387)
C (-0.228497, 5.094908, -3.014361)
C (0.470496, -1.048738, -1.746089)
N (-0.808523, 1.548004, -2.655882)
C (-0.138942, 3.637793, -2.790956)
H (1.521374, -2.289634, 1.778290)
H (-2.499991, -0.935737, -0.142179)
H (-0.646112, -4.640126, 5.640390)
O (1.205550, -1.975562, -1.493722)
H (-1.238386, 5.343814, -3.328185)
O (0.076074, 0.656840, 0.835758)
H (-1.278215, -2.215165, -1.701837)
N (-1.111029, 2.814940, -2.907852)
H (-1.443434, -0.708872, -2.641019)
C (0.706297, -1.701056, 2.213481)
H (0.479860, 5.405655, -3.780832)
O (-0.439715, -1.648040, 4.374243)
C (-0.832417, -2.488039, 5.343460)
N (1.024222, 0.180009, -2.027299)
H (1.066492, -0.697957, 2.457427)
C (-1.034815, -1.152292, -1.734004)
C (-0.551781, -0.353519, 0.592334)
N (-0.348481, -1.522350, 1.232364)
H (0.630993, -4.513072, 3.258478)

Forces on the atoms, in the same order (eV/Å):
C 0.28 1.19 -0.16
H -0.02 0.10 0.00
H -0.05 0.16 0.07
H -0.03 0.12 -0.04
C 0.41 -0.77 -0.35
H -0.23 -0.16 0.01
H 0.02 -0.12 0.12
C 0.12 0.23 0.06
S -0.88 -0.35 -0.10
C 0.11 0.62 -0.28
C -0.26 0.45 0.28
C 0.08 0.22 0.00
C -0.30 -0.29 -0.32
N 0.28 -1.58 0.17
C 0.78 -0.21 0.18
H -0.04 0.10 0.13
H -0.01 -0.03 -0.01
H -0.08 -0.13 0.19
O 0.11 -0.15 0.06
H -0.02 0.00 -0.01
O 0.23 0.38 0.05
H 0.15 0.06 -0.03
N -0.71 1.35 -0.31
H -0.04 -0.07 0.05
C -0.11 0.14 0.17
H -0.01 0.09 -0.05
O 0.04 0.51 -0.23
C -0.09 -0.85 0.37
N 0.81 -0.10 -0.01
H 0.07 -0.18 -0.05
C -0.05 -0.19 0.02
C -0.71 -0.10 -0.06
N 0.03 -0.32 0.27
H 0.14 -0.12 -0.18